No. 1
{
  "formula": "CH9O3S",
  "method": "the ωB97M-V functional and the def2-TZVPD basis",
  "multiplicity": 2,
  "gap_ev": [10.798, 7.029],
  "elements": ["C", "S", "H", "H", "H", "H", "H", "O", "H", "H", "O", "H", "H", "O"],
  "positions_angstrom": [[1.97, -0.70, 0.53], [1.78, 0.70, -0.56], [2.70, -1.43, 0.18], [1.07, -1.19, 0.89], [2.43, -0.19, 1.40], [-0.59, 1.03, 2.10], [-0.20, 1.36, 0.68], [-0.62, 1.75, 1.46], [0.23, -0.57, -1.77], [-0.98, -0.18, -2.63], [-0.67, -0.84, -1.99], [-1.97, -0.39, -0.59], [-2.41, 0.69, 0.41], [-2.75, -0.04, -0.13]],
  "nbo_charge": [-0.815, 0.110, 0.240, 0.229, 0.259, 0.466, 0.469, -0.948, 0.463, 0.483, -0.941, 0.483, 0.474, -0.973]
}

No. 2
{
  "formula": "CH9O3S",
  "method": "the ωB97M-V functional and the def2-TZVPD basis",
  "multiplicity": 2,
  "gap_ev": [10.348, 6.966],
  "elements": ["C", "S", "H", "H", "H", "H", "H", "O", "H", "H", "O", "H", "H", "O"],
  "positions_angstrom": [[-1.27, 0.28, 1.16], [-0.01, -0.99, 0.81], [-2.06, 0.41, 1.88], [-1.82, 0.23, 0.20], [-0.96, 1.34, 1.24], [2.10, 0.22, -1.21], [1.83, -0.81, -0.14], [2.49, -0.53, -0.69], [-2.55, -1.08, -2.65], [-2.95, 0.07, -3.40], [-2.63, -0.88, -3.64], [3.13, 0.21, 2.53], [1.89, 0.56, 1.99], [2.81, 0.96, 1.91]],
  "nbo_charge": [-0.829, 0.128, 0.260, 0.238, 0.224, 0.464, 0.443, -0.924, 0.457, 0.458, -0.914, 0.457, 0.452, -0.914]
}

No. 3
{
  "formula": "CH9PSi3",
  "method": "the ωB97M-V functional and the def2-TZVPD basis",
  "multiplicity": 1,
  "gap_ev": 7.121,
  "elements": ["C", "Si", "Si", "Si", "P", "H", "H", "H", "H", "H", "H", "H", "H", "H"],
  "positions_angstrom": [[0.09, 1.52, -1.50], [0.18, -1.62, 1.91], [1.39, -0.36, 0.37], [-1.89, -0.49, 0.09], [-0.11, -0.28, -1.26], [-0.81, 2.04, -1.88], [0.83, 1.86, -2.30], [0.31, 2.13, -0.65], [-0.29, -3.04, 2.17], [1.00, -1.30, 3.20], [2.23, 0.75, 0.74], [2.44, -0.92, -0.49], [-2.96, -1.14, -0.69], [-2.39, 0.84, 0.28]],
  "nbo_charge": [-0.940, 0.295, 0.357, 0.434, -0.034, 0.236, 0.243, 0.216, -0.111, -0.137, -0.110, -0.137, -0.141, -0.172]
}

No. 4
{
  "formula": "CHAlF30O3P5",
  "method": "the ωB97M-V functional and the def2-TZVPD basis",
  "multiplicity": 1,
  "gap_ev": 4.431,
  "total_charge": -3,
  "elements": ["Al", "O", "C", "O", "O", "H", "P", "F", "F", "F", "F", "F", "F", "P", "F", "F", "F", "F", "F", "F", "P", "F", "F", "F", "F", "F", "F", "P", "F", "F", "F", "F", "F", "F", "P", "F", "F", "F", "F", "F", "F"],
  "positions_angstrom": [[0.38, -12.77, 9.50], [4.06, -15.89, 9.18], [3.27, -14.86, 9.13], [2.90, -14.52, 7.99], [2.74, -14.31, 10.14], [3.97, -16.07, 8.24], [2.71, -9.69, 10.07], [2.64, -10.93, 9.00], [2.31, -8.72, 8.80], [1.13, -9.95, 10.32], [2.76, -8.38, 11.03], [2.94, -10.82, 11.20], [4.30, -9.50, 9.88], [0.92, -11.34, 5.33], [0.03, -10.05, 5.28], [1.30, -11.15, 3.70], [2.21, -10.44, 5.60], [1.93, -12.61, 5.55], [0.49, -11.34, 6.93], [-0.32, -12.25, 4.82], [-2.83, -11.00, 8.61], [-2.81, -9.66, 7.70], [-1.50, -10.60, 9.45], [-3.59, -10.19, 9.78], [-2.72, -12.35, 9.57], [-4.22, -11.49, 7.81], [-1.91, -11.82, 7.55], [-0.04, -12.55, 13.33], [0.53, -11.13, 12.76], [0.68, -13.57, 12.27], [1.13, -12.50, 14.45], [-0.69, -13.96, 13.92], [-0.96, -11.65, 14.27], [-1.29, -12.55, 12.20], [-1.63, -15.87, 9.15], [-1.38, -17.01, 10.26], [-1.72, -14.75, 10.41], [-0.02, -15.58, 9.21], [-1.75, -14.57, 8.18], [-1.41, -16.84, 7.88], [-3.29, -16.12, 9.09]],
  "nbo_charge": [1.820, -0.673, 0.918, -0.621, -0.466, 0.506, 2.597, -0.582, -0.584, -0.574, -0.583, -0.585, -0.588, 2.606, -0.580, -0.622, -0.593, -0.584, -0.576, -0.577, 2.592, -0.577, -0.575, -0.580, -0.581, -0.584, -0.569, 2.587, -0.571, -0.571, -0.583, -0.593, -0.591, -0.581, 2.588, -0.577, -0.574, -0.594, -0.567, -0.579, -0.578]
}

Across the entries above, relative energy (zero: lowest compared OMol25 entry of this formula, charge and spin) takes the values 0.00 176.80 171.59 0.00 kJ/mol, respectively.
Across the entries above, electronic energy takes the values -18159.4070 -18157.5746 -34100.6742 -141787.5653 eV, respectively.